(1)
# C20H12BrClF4PRhS3

A molecular structure, C20H12BrClF4PRhS3 at a distorted geometry (ωB97M-V with the def2-TZVPD basis set, the OMol25 dataset).

```
! RIJCOSX wB97M-V def2-TZVPD def2/J DEFGRID3
* xyz 0 1
Rh -1.16 -2.41 0.08
S 2.49 -4.97 -1.15
C 1.21 -4.06 -0.66
S 1.15 -3.22 0.83
S -0.20 -3.84 -1.60
F -4.15 4.16 -0.05
C -3.25 3.18 -0.04
C -1.96 3.43 0.37
F -1.61 4.65 0.75
C -1.03 2.41 0.38
F 0.22 2.74 0.72
C -1.35 1.11 0.00
P -0.15 -0.30 0.06
C 0.87 0.10 1.50
C 0.21 0.39 2.70
C 0.92 0.63 3.85
C 2.31 0.56 3.84
C 2.97 0.23 2.66
C 2.26 -0.01 1.50
C 0.80 0.11 -1.45
C 1.81 1.07 -1.47
C 2.46 1.36 -2.66
C 2.11 0.70 -3.83
C 1.08 -0.23 -3.82
C 0.42 -0.51 -2.63
C -2.66 0.90 -0.45
Br -3.18 -0.77 -1.18
C -3.60 1.92 -0.47
F -4.83 1.69 -0.91
H -0.88 0.43 2.71
H 0.40 0.87 4.77
H 2.87 0.75 4.74
H 4.05 0.16 2.66
H 2.78 -0.28 0.59
H 2.10 1.59 -0.56
H 3.25 2.10 -2.67
H 2.63 0.92 -4.75
H 0.79 -0.74 -4.73
H -0.39 -1.21 -2.63
Cl -1.91 -4.72 1.52
C -2.89 -3.62 0.57
H -3.64 -3.15 1.19
H -3.31 -4.13 -0.29
*
```

Calculated values
total energy = -5849.3886 Ha
ΔE to the lowest compared entry with this formula, charge and spin = 0.0000 eV
orbital gap (spin up / spin down) = 6.136 / 6.191 eV
highest occupied orbital energy (spin up / spin down) = -7.58 / -7.58 eV
max |F| = 2.2 eV/Å

(2)
# C20H12Cl5CrN7O3

A molecular structure, C20H12Cl5CrN7O3 at a distorted geometry (ωB97M-V with the def2-TZVPD basis set, the OMol25 dataset).

```
! RIJCOSX wB97M-V def2-TZVPD def2/J DEFGRID3
* xyz 1 4
Cr 0.60 -0.17 0.77
Cl -0.65 4.90 -4.09
C -0.40 3.48 -3.14
C 0.14 3.56 -1.88
Cl 0.49 5.06 -1.11
C 0.33 2.39 -1.17
Cl 1.28 2.30 0.30
C -0.27 1.19 -1.59
O -0.35 0.08 -0.87
C -0.81 1.14 -2.91
Cl -1.49 -0.34 -3.56
C -0.84 2.31 -3.67
Cl -1.57 2.32 -5.24
N 0.01 1.69 3.38
C -1.11 1.21 2.86
N -2.31 1.70 3.29
C -3.39 1.12 2.75
N -4.60 1.42 3.16
N -3.31 0.00 1.92
C -2.14 -0.34 1.56
N -0.98 0.30 1.90
C -1.87 -1.55 0.76
C -2.87 -2.30 0.15
C -2.49 -3.33 -0.69
C -1.15 -3.67 -0.79
C -0.20 -2.89 -0.16
N -0.58 -1.84 0.65
H -0.10 2.40 4.11
H 0.88 1.18 3.31
H -4.73 2.30 3.63
H -5.38 1.06 2.60
H -3.91 -1.95 0.22
H -3.19 -3.81 -1.34
H -0.95 -4.49 -1.42
H 0.85 -3.01 -0.25
O 3.86 -0.83 2.93
C 3.06 -0.66 2.07
O 1.80 -0.29 2.24
C 3.39 -0.82 0.56
C 4.70 -1.12 0.15
C 4.86 -1.34 -1.25
C 3.73 -1.23 -2.10
C 2.51 -0.89 -1.61
N 2.35 -0.78 -0.28
H 5.50 -1.30 0.89
H 5.78 -1.83 -1.60
H 3.87 -1.44 -3.16
H 1.64 -0.89 -2.24
*
```

Calculated values
total energy = -4723.7880 Ha
ΔE to the lowest compared entry with this formula, charge and spin = 0.0000 eV
⟨S²⟩ = 3.7730
orbital gap (spin up / spin down) = 7.229 / 7.225 eV
highest occupied orbital energy (spin up / spin down) = -11.08 / -11.18 eV
max |F| = 2.5 eV/Å

(3)
# C20H12Cl5N4O3STi

A molecular structure, C20H12Cl5N4O3STi (ωB97M-V with the def2-TZVPD basis set, the OMol25 dataset).

```
! RIJCOSX wB97M-V def2-TZVPD def2/J DEFGRID3
* xyz -1 3
Ti -0.91 0.75 -0.38
N 2.47 2.09 -2.82
C 1.27 1.58 -2.38
S 0.25 2.65 -1.43
N 0.95 0.38 -2.74
N -0.25 -0.01 -2.20
C -0.92 -0.98 -2.78
C -2.19 -1.24 -2.23
C -3.08 -2.23 -2.70
C -4.32 -2.35 -2.14
C -4.69 -1.48 -1.09
C -3.78 -0.55 -0.66
N -2.54 -0.41 -1.19
H 2.85 2.80 -2.21
H 3.14 1.37 -3.07
H -0.52 -1.51 -3.64
H -2.76 -2.88 -3.50
H -5.01 -3.11 -2.49
H -5.66 -1.54 -0.62
H -4.01 0.11 0.16
Cl -2.36 2.65 1.09
C -2.35 1.24 2.16
C -1.73 0.15 1.61
C -1.75 -1.00 2.39
Cl -1.03 -2.44 1.74
C -2.34 -1.03 3.65
Cl -2.34 -2.48 4.59
C -2.94 0.12 4.16
Cl -3.67 0.10 5.72
C -2.96 1.29 3.40
Cl -3.71 2.73 3.99
O 2.67 -1.56 -0.41
C 3.52 -0.58 -0.05
C 4.87 -0.73 -0.39
C 5.79 0.24 -0.05
C 5.40 1.38 0.64
C 4.06 1.52 0.99
C 3.11 0.56 0.66
C 1.68 0.82 1.03
O 1.37 1.71 1.80
O 0.82 0.04 0.42
H 1.77 -1.21 -0.22
H 5.16 -1.63 -0.93
H 6.83 0.10 -0.33
H 6.12 2.14 0.91
H 3.71 2.39 1.54
*
```

Calculated values
total energy = -4762.9129 Ha
ΔE to the lowest compared entry with this formula, charge and spin = 0.3569 eV
⟨S²⟩ = 2.0186
orbital gap (spin up / spin down) = 5.860 / 7.456 eV
highest occupied orbital energy (spin up / spin down) = -3.43 / -5.29 eV
max |F| = 0.3 eV/Å

(4)
# C20H13ClN3O6SZr

A molecular structure, C20H13ClN3O6SZr at a distorted geometry (ωB97M-V with the def2-TZVPD basis set, the OMol25 dataset).

```
! RIJCOSX wB97M-V def2-TZVPD def2/J DEFGRID3
* xyz -1 1
Zr 0.18 -0.81 0.31
N 0.59 -4.80 -0.26
C -0.13 -3.67 -0.03
S -0.23 -3.07 1.61
N -0.75 -3.15 -1.07
N -1.37 -1.95 -0.74
C -2.48 -1.62 -1.24
C -3.09 -0.32 -0.96
C -4.25 0.03 -1.66
C -4.88 1.24 -1.45
C -4.34 2.12 -0.51
C -3.20 1.79 0.20
C -2.55 0.57 -0.01
O -1.46 0.28 0.68
H 1.29 -5.01 0.43
H 0.87 -4.95 -1.22
H -2.99 -2.32 -1.91
H -4.65 -0.67 -2.38
H -5.77 1.50 -2.00
H -4.82 3.08 -0.33
H -2.77 2.46 0.94
O 5.14 -1.40 3.90
C 4.23 -1.18 3.16
C 4.08 -1.70 1.72
O 4.93 -2.29 1.08
C 2.74 -1.29 1.32
C 2.13 -0.50 2.28
O 0.94 0.01 2.05
C 2.97 -0.36 3.47
O 2.75 0.24 4.50
O 2.11 -1.57 0.21
Cl 1.53 5.23 0.83
C 1.31 3.70 0.02
C 2.30 2.74 0.06
C 2.10 1.53 -0.59
C 0.92 1.24 -1.29
C 0.67 -0.10 -1.85
C -0.05 2.25 -1.32
C 0.13 3.46 -0.68
H 3.21 2.94 0.61
H 2.89 0.78 -0.57
H 1.57 -0.61 -2.18
H -0.13 -0.14 -2.58
H -0.98 2.07 -1.85
H -0.64 4.22 -0.71
*
```

Calculated values
total energy = -2291.3273 Ha
ΔE to the lowest compared entry with this formula, charge and spin = 0.2777 eV
orbital gap = 7.432 eV
highest occupied orbital energy = -5.23 eV
max |F| = 1.3 eV/Å